No. 1
Formula: C31H40BNO31
Source: OMol25
Level of theory: ωB97M-V/def2-TZVPD

```
104
C31H40BNO31 | OMol25 | ωB97M-V/def2-TZVPD
C -3.9920 4.7045 -0.4717
O -0.7347 -7.9490 -0.8288
H 1.5122 1.0657 -0.7634
C 0.3280 -7.0297 -5.0033
C -0.3180 -0.8642 5.2521
C -1.7850 -7.1576 -0.5075
B 2.0385 0.0973 4.5348
O 1.7396 -4.1366 -2.4825
H -6.8656 5.7555 -1.1413
C 0.2703 1.9270 7.9083
O 2.6748 4.3305 -2.4406
C 2.9875 2.2919 0.2666
H -0.6988 5.1419 -2.1216
H -0.0127 -8.8037 0.9018
H -0.1126 -1.2213 6.2447
H -2.1335 2.9065 -1.3545
O 3.5498 2.9973 -0.8480
O 1.3399 3.0917 -1.1149
C 1.8711 -3.0322 -2.9131
C -0.7043 -9.0450 0.0928
H 1.9860 9.0808 -4.0621
C 1.3573 8.1900 -4.1233
C 1.4322 2.4449 9.7689
C -5.9159 5.3369 -1.4639
O -4.4928 3.5872 -1.0580
C 2.6555 -1.3035 -4.1344
H -0.4217 3.0688 -0.9402
C -1.0269 4.2537 -2.6564
O 2.9358 -2.6187 -3.6310
O -0.5630 -7.6035 -5.9673
H 0.0982 -2.7439 -0.5376
C 0.2396 7.9678 -2.1771
O 0.5365 1.8303 -4.4598
H 1.5824 6.0613 -3.7258
H -0.1544 -5.0704 -0.0675
H -6.4878 3.4356 -0.5662
H -2.2450 -9.4385 1.5885
C 1.8092 -3.2880 1.5964
H -0.1562 -5.3415 -3.7198
H -1.9580 4.4775 -3.1831
H -0.3702 -9.9519 -0.4042
H -6.1383 3.3331 -2.3039
O 1.4290 -4.5148 1.1781
O -0.5472 8.1633 -1.3111
H 2.2715 -1.3844 -5.1525
H 1.2022 2.8280 10.7598
O -1.6275 -0.3273 3.3720
H 3.5598 -0.7011 -4.1416
N 3.1655 -0.7806 4.2747
C -1.1415 3.0483 -1.7592
C 2.5356 3.5532 -1.5541
O -2.9299 4.7696 0.0558
C 1.6145 -0.8042 -3.1632
H -0.5714 -4.7857 1.6369
O 0.0793 0.5516 2.1594
H 1.0490 -6.3947 -5.5221
O -1.6746 -5.9126 -5.0303
C 0.4958 -0.2739 4.3722
H 3.0098 7.0273 -3.3076
H -1.1266 -2.6094 0.7397
C -0.1343 -2.9843 0.5001
O 0.9861 -2.0263 -2.7377
C -0.3350 0.0458 3.1556
O 2.3073 1.3836 4.9730
C -1.6741 -6.8265 -6.0285
O 1.1235 2.9099 7.5469
O -1.9808 -6.0821 -0.9740
H 3.3839 -0.8875 3.2943
C 1.5829 2.0050 -0.2097
O 0.1258 8.4450 -3.4420
O -0.7949 1.9757 -2.6561
H 1.1744 7.9555 -5.1691
C 1.9235 7.0256 -3.3433
O 2.8451 -3.0311 2.1247
O 0.3208 1.7113 9.2433
C -0.0483 2.4882 -3.6546
H 2.0567 -0.3200 -2.2891
C -2.1423 -9.1122 0.5569
H 2.6534 3.8331 8.6070
H 2.2945 1.7787 9.8331
O 0.8513 -2.3719 1.3367
O -2.6694 -1.4076 5.0664
H 3.5609 1.3927 0.4780
O -2.5727 -7.7538 0.4146
C -5.8683 3.8278 -1.3744
H -1.0171 -6.8337 -3.3049
O -0.4313 1.3329 7.1541
O 1.3676 7.2280 -2.0403
O -0.0438 3.8380 -3.6177
C 0.0415 -4.4488 0.7964
C 1.6165 3.5337 8.7359
O -4.8664 5.7298 -0.5742
H -2.7603 -9.7450 -0.0826
H 3.0923 -1.6840 4.7180
H 1.0111 4.4174 8.9465
H 3.0082 2.9425 1.1432
H 0.8530 1.9988 0.5906
C -1.6771 -0.9408 4.6224
H -5.6838 5.7050 -2.4652
H 0.8636 -7.8077 -4.4653
C -0.6125 -6.2409 -4.1244
H 1.5349 1.9188 4.7603
O -2.5270 -6.9361 -6.8469
H 0.8988 -0.1269 -3.6148
```

- E: -3617.5174 Ha
- Gap between HOMO and LUMO: 9.1 eV
- SMILES string: NB(O)C1=CC(=O)OC1=O.O=C1OCCO1.O=C1OCCO1.O=C1OCCO1.O=C1OCCO1.O=C1OCCO1.O=C1OCCO1.O=C1OCCO1.O=C1OCCO1.O=C1OCCO1

Atomic partial charges in e from the Mulliken method, atoms 1 to 4:
1 C 0.658
2 O -0.272
3 H -0.200
4 C -0.311


No. 2
Formula: C29H35N5O4SZr
Source: OMol25
Level of theory: ωB97M-V/def2-TZVPD

```
75
C29H35N5O4SZr | OMol25 | ωB97M-V/def2-TZVPD
C 1.3646 -0.0715 -2.8863
C 3.9162 -3.3530 0.8980
C -3.7988 3.1334 0.0459
H -1.8317 4.8782 2.1790
C -0.8783 -0.9739 -4.2468
C -1.5617 -3.4648 0.5438
C 1.3358 -1.3830 -3.3611
C -3.2022 2.6615 2.3852
N -0.3385 -0.6356 2.4872
H -0.6885 -4.0556 0.8266
C -1.3547 -2.0607 0.9756
H 4.0986 4.2410 0.3966
C 3.6496 3.2573 0.3878
H 0.6959 -2.5545 -1.0698
H 2.2669 0.3290 -2.4406
C 2.5077 3.0107 1.1139
H 3.6298 -5.3719 0.2262
C -1.0624 3.5446 0.5957
C 2.5212 0.7124 0.3452
C -2.0149 1.7852 1.9385
H -3.1518 1.0669 -0.2683
H -0.3233 -2.9017 -6.1222
H 3.9646 -1.2763 1.4263
C -2.1067 4.5051 1.1944
H -3.0267 3.1507 3.3410
O 0.1317 -0.2352 3.7052
Zr 0.0339 0.4325 -0.4957
N -3.3889 3.7400 1.3585
H -0.8145 3.8299 -0.4233
H -4.7907 2.7072 0.1795
H 0.0582 -0.9514 4.3557
H -3.8581 3.9473 -0.6741
C -0.9565 -1.7478 2.3888
H 2.0868 3.7929 1.7340
C 2.2705 -1.7480 0.1799
H -0.4275 -3.5065 3.4892
H -4.1393 2.1107 2.4406
H -1.7413 -1.3659 -4.7704
H 5.1814 2.4168 -0.8594
H -2.4304 -3.8872 1.0528
C 1.5919 -2.7632 -0.4950
C 2.0828 -4.0616 -0.4745
C -2.7454 2.0763 -0.3336
H -4.1200 4.3785 1.6705
H 4.8231 -3.5754 1.4448
O 0.2482 -4.1145 -3.4387
H -2.1600 -3.2605 3.2959
H -1.2810 -2.3020 4.4608
H 1.1870 1.4368 1.8314
H -2.3978 2.2438 -1.3519
H -0.1464 3.5694 1.1790
S 0.2453 2.3007 -2.1475
H 4.1859 0.1600 -0.9127
H 1.5609 -4.8275 -1.0335
C 4.2629 2.2204 -0.3218
H -1.7187 0.9626 -3.8884
O -0.3887 -3.6498 -5.5150
C 3.4363 -2.0506 0.8846
C 3.7141 0.9583 -0.3541
N -1.3916 -1.0201 0.2293
C -1.2149 -2.7493 3.4682
H 2.1773 -2.0443 -3.2025
C 3.2453 -4.3611 0.2211
C 1.9464 1.7269 1.1121
O -1.2693 -1.0797 -1.1309
H -1.7073 -3.5217 -0.5319
C -0.8653 0.3112 -3.7534
C 0.0506 -3.3011 -4.2952
N 1.7380 -0.4394 0.1860
C 0.2457 0.7635 -3.0293
N -1.5684 2.1520 0.5710
C 0.2006 -1.8338 -4.0087
H -2.3139 5.3509 0.5421
H -1.1730 1.8957 2.6188
H -2.3066 0.7397 1.9296
```

- E: -2145.5546 Ha
- Gap between HOMO and LUMO: 7.1 eV
- Energy above the lowest of the compared OMol25 structures with the same formula, charge and spin: 58.2 kJ/mol
- Charge: +2

Atomic partial charges in e from the Mulliken method, atoms 1 to 4:
1 C -0.055
2 C -0.710
3 C -0.965
4 H 0.354


The records above give, respectively, E_LUMO values of -0.50, -5.56 eV.